This record from the Open Molecules 2025 dataset describes a structure of composition C8H12B9F36Li3O6. The level of theory is wB97M-V/def2-TZVPD.

Properties
Highest occupied orbital energy ... 4.23 eV
Net charge ... -6
Frontier orbital gap ... 4.669 eV

XYZ file:
```
74
Properties=species:S:1:pos:R:3:forces:R:3:mulliken_charge:R:1
Li -16.56929 14.28599 7.12741 1.5 0.2 0.2 0.86
Li -13.89606 16.82697 6.77945 1.0 0.7 -0.3 1.49
Li -11.93221 12.23263 7.39028 -0.9 0.3 -0.4 1.15
B -13.05508 19.49228 8.11049 2.1 -0.9 -0.2 0.28
F -12.97517 18.68978 9.28206 -1.0 0.8 0.7 -0.37
F -11.74011 19.59806 7.68322 0.7 0.4 -0.3 -0.41
F -13.84726 18.87329 7.18769 -1.2 -0.8 -0.5 -0.35
F -13.51189 20.80013 8.23438 -1.0 1.3 1.2 -0.44
B -14.24561 9.87771 7.75187 -0.5 0.0 -1.1 0.03
F -15.01659 9.50841 6.65016 -0.7 -0.6 -1.5 -0.44
F -13.51356 10.97509 7.49777 1.3 2.3 -0.7 0.01
F -15.06424 10.01955 8.78885 -1.6 0.1 2.4 -0.37
F -13.34006 8.88541 7.96698 1.9 -2.9 0.7 -0.48
B -12.05737 12.43721 4.43804 -0.7 3.5 0.4 0.35
F -12.50896 11.89390 3.24380 0.2 -1.4 -1.3 -0.42
F -11.31426 13.59240 4.20138 0.9 0.0 -1.6 -0.35
F -13.14976 12.88680 5.13493 -1.8 -0.2 0.6 -0.18
F -11.33542 11.66870 5.27833 1.3 -2.7 0.9 -0.43
B -17.15871 12.24166 7.87931 2.7 -4.7 1.9 0.23
F -16.64505 12.49582 9.15924 -1.1 0.8 -0.7 -0.21
F -16.11879 12.09711 6.95740 -0.4 1.9 -0.5 -0.29
F -17.68709 10.91520 7.93420 -1.6 0.5 -0.1 -0.44
F -18.07637 13.19503 7.46821 -1.1 1.4 -0.5 -0.37
B -13.66771 12.85480 11.45305 2.2 -0.3 -3.4 0.27
F -13.20752 14.17496 11.54783 0.2 0.8 0.7 -0.39
F -13.27234 12.24961 10.26702 1.0 0.2 -1.1 -0.20
F -13.16972 12.03895 12.39408 1.8 -1.4 3.9 -0.39
F -14.96277 12.76503 11.46166 -5.2 0.7 1.0 -0.31
B -9.81795 13.52872 7.58448 -2.8 0.2 0.1 0.36
F -9.11535 14.49575 8.10208 2.9 3.0 1.8 -0.36
F -10.62575 13.92116 6.60489 -0.9 1.1 -2.6 -0.22
F -9.11654 12.45634 7.27905 3.7 -3.6 -1.7 -0.40
F -10.72269 13.02659 8.50131 -1.5 -1.1 3.3 -0.47
B -13.95125 14.72788 7.85471 4.3 -1.4 0.0 0.68
F -13.28579 15.87090 8.42820 -0.9 -0.5 -0.5 -0.43
F -14.36111 15.03377 6.57764 -0.8 1.1 -1.9 -0.77
F -13.16690 13.57388 7.82207 0.8 0.8 -0.2 0.34
F -15.00963 14.34180 8.50106 -4.5 0.0 2.7 -0.37
B -10.92436 17.21336 5.54124 1.7 -0.5 1.7 0.03
F -9.92854 16.73337 6.39140 1.4 0.2 1.2 -0.44
F -12.09340 17.11724 6.21190 -2.6 0.2 1.1 0.26
F -10.60815 18.50343 5.20606 0.3 2.1 -0.8 -0.42
F -10.90865 16.40945 4.50028 -0.3 -1.6 -3.6 -0.36
B -14.90004 18.41197 4.40397 0.4 -0.8 -0.8 0.11
F -15.75560 18.08828 3.30768 -0.4 -1.0 -0.8 -0.47
F -15.31727 19.68647 4.67388 -0.6 1.7 1.4 -0.42
F -15.05557 17.43177 5.40929 -1.0 0.2 0.2 -0.24
F -13.58614 18.40825 4.06004 0.7 0.2 -0.7 -0.36
C -19.37732 19.73996 8.01142 -0.9 -0.1 1.2 -1.48
C -19.38619 18.41421 8.83184 0.8 2.7 -1.4 0.32
C -20.08711 17.29757 8.08881 0.5 -0.1 1.6 -0.51
O -19.03745 16.33266 7.97551 -3.5 -1.0 -1.6 -0.32
C -17.89764 16.87287 8.21900 5.1 -0.1 -0.1 0.43
O -16.83251 16.38617 7.91086 -1.8 0.6 0.5 0.01
O -18.02835 18.04580 8.87644 -0.1 -0.5 0.6 -0.27
H -20.40259 20.09901 8.10087 -0.4 0.2 -0.6 0.45
H -19.03473 19.65681 6.98001 0.0 -0.3 0.1 0.34
H -18.80412 20.51426 8.52134 0.4 -0.3 0.0 0.35
H -19.84709 18.64310 9.79272 0.5 -0.3 0.4 0.30
H -20.48262 17.74666 7.17777 0.0 -0.9 -0.4 0.26
H -20.82315 16.87057 8.76999 -0.4 -0.2 -0.6 0.34
C -15.43767 16.81170 11.03566 1.8 -0.8 -0.8 -1.19
C -14.99469 16.97442 12.47022 1.2 1.0 -1.2 0.78
C -14.10043 18.19274 12.77493 1.2 -0.2 -1.8 -0.36
O -14.65659 18.78822 13.95626 0.2 0.2 -0.1 -0.39
C -15.89641 18.32610 14.10285 0.4 -1.9 -0.4 0.62
O -16.62947 18.68208 14.99840 -0.2 -0.1 -0.8 -0.68
O -16.10410 17.31244 13.19099 -3.9 2.4 4.1 -0.36
H -15.56941 17.62987 10.32762 -0.3 1.0 1.0 0.25
H -16.28149 16.13575 10.89720 0.4 -0.4 0.3 0.30
H -14.51403 16.44349 10.58911 -0.2 -1.1 -0.6 0.16
H -14.56854 16.09690 12.95647 0.0 -0.5 -0.7 0.23
H -14.08917 18.89620 11.94241 -0.5 0.3 0.0 0.24
H -13.04378 17.94095 12.86556 -0.1 -0.2 0.7 0.33
```
Forces are in eV/Å.

---

This record from the Open Molecules 2025 dataset describes an isolated molecule of C19H19NO5. The level of theory is wB97M-V/def2-TZVPD.

Properties
Structure (SMILES) ... CCOc1ccccc1NC(=O)C(=O)CC(=O)c1cccc(OC)c1
Highest occupied orbital energy ... -8.32 eV
Net charge ... 0
Frontier orbital gap ... 7.976 eV

XYZ file:
```
44
Properties=species:S:1:pos:R:3:forces:R:3:mulliken_charge:R:1
C 3.50509 3.59779 -1.33087 0.1 -0.4 0.2 -1.43
C 4.09104 2.58143 -0.36372 0.2 0.4 -0.1 -0.35
O 3.25564 1.44030 -0.39115 -0.2 -0.3 0.0 -0.31
C 3.55707 0.37470 0.40618 -0.1 -0.2 0.1 0.78
C 4.64008 0.29613 1.26637 -0.1 0.2 -0.2 -0.56
C 4.84116 -0.84448 2.03083 0.0 -0.2 0.1 -0.69
C 3.96658 -1.91020 1.94479 0.2 0.1 0.1 -0.71
C 2.87929 -1.84863 1.08914 -0.1 0.0 -0.1 -0.57
C 2.66741 -0.71669 0.31686 0.3 0.0 0.2 0.22
N 1.60430 -0.58680 -0.57423 0.0 0.5 -0.3 0.02
C 0.59639 -1.44116 -0.84132 0.5 0.2 0.3 0.40
O 0.39550 -2.52619 -0.33296 -0.2 0.0 -0.1 -0.69
C -0.32873 -0.85888 -1.91672 -0.1 0.3 -0.4 0.75
O -0.07068 0.19609 -2.45190 0.0 -0.4 0.1 -0.63
C -1.54000 -1.69281 -2.19560 -0.2 -0.3 0.0 -1.04
C -2.55955 -1.59825 -1.04998 0.2 -0.2 -0.4 0.43
O -3.01467 -2.59003 -0.54126 0.0 0.0 0.0 -0.57
C -2.93314 -0.23404 -0.61728 -0.4 0.5 0.3 0.08
C -2.87748 0.87703 -1.45269 0.0 -0.3 0.0 -0.42
C -3.25366 2.11573 -0.95956 -0.1 0.1 0.1 -0.81
C -3.67364 2.25819 0.34657 0.0 -0.1 0.1 -0.55
C -3.74158 1.14708 1.19276 0.1 0.0 -0.2 0.75
O -4.17123 1.38725 2.45740 0.0 0.2 -0.2 -0.44
C -4.27380 0.30161 3.35012 0.0 -0.2 0.1 -0.80
C -3.37806 -0.09752 0.69972 0.0 0.0 0.2 -0.24
H 3.46632 3.17858 -2.33259 0.0 0.0 -0.1 0.33
H 4.11931 4.49336 -1.34206 0.1 0.1 0.0 0.42
H 2.49543 3.86063 -1.02697 -0.1 0.1 0.0 0.33
H 4.12513 2.99732 0.65243 0.0 -0.1 -0.1 0.39
H 5.11056 2.30787 -0.66780 -0.1 0.0 0.1 0.40
H 5.33483 1.11675 1.34997 0.0 0.1 0.0 0.38
H 5.69072 -0.88913 2.69518 0.1 0.0 0.1 0.38
H 4.12654 -2.79460 2.54129 0.0 -0.1 0.1 0.39
H 2.18879 -2.67175 1.01088 0.0 0.0 0.0 0.52
H 1.59775 0.28127 -1.10584 -0.1 -0.2 0.1 0.33
H -1.24697 -2.74185 -2.26323 -0.1 0.1 0.0 0.41
H -2.02020 -1.36481 -3.11872 0.1 0.1 0.0 0.44
H -2.56315 0.78811 -2.47909 0.1 0.0 -0.1 0.41
H -3.21712 2.98042 -1.60467 0.0 0.1 0.0 0.39
H -3.96299 3.21959 0.74065 0.0 0.1 0.0 0.45
H -4.98378 -0.44830 2.98877 0.0 0.0 0.0 0.33
H -3.30134 -0.17034 3.52067 0.0 0.0 0.0 0.34
H -4.63885 0.72428 4.28468 0.0 -0.1 0.0 0.23
H -3.41516 -0.98748 1.30778 0.0 -0.1 0.1 0.53
```
Forces are in eV/Å.

---

This record from the Open Molecules 2025 dataset describes an isolated molecule of C3H7N3O2. The level of theory is wB97M-V/def2-TZVPD.

Properties
Structure (SMILES) ... CN(C(N)=O)C(N)=O
Highest occupied orbital energy ... -9.76 eV
Net charge ... 0
Frontier orbital gap ... 10.420 eV

XYZ file:
```
15
Properties=species:S:1:pos:R:3:forces:R:3:mulliken_charge:R:1
C -0.12076 1.94838 0.07155 0.8 -1.1 0.2 -0.90
N -0.04133 0.40368 0.24493 5.4 3.0 0.2 -0.07
C -1.19609 -0.17061 0.04570 -3.8 -0.5 -1.1 0.70
N -1.40601 -1.46765 0.18982 2.9 -2.9 1.3 -0.41
O -2.13287 0.50534 -0.32882 -1.7 0.6 -0.2 -0.67
C 1.27537 -0.15697 0.04301 1.1 3.7 0.2 0.55
N 1.35764 -1.52954 -0.12854 1.5 0.7 2.8 -0.54
O 2.25759 0.61757 -0.02896 -2.4 -2.3 0.7 -0.61
H 0.80636 2.20892 -0.45417 -0.3 0.2 0.4 0.36
H -0.20064 2.47611 1.05819 0.1 -0.7 -0.9 0.22
H -0.98809 2.10442 -0.56790 0.3 0.3 0.4 0.35
H -0.72982 -2.08380 0.66730 -0.6 0.7 -0.6 0.25
H -2.31869 -1.79455 0.11071 -1.6 -0.2 -0.2 0.22
H 0.96614 -1.66857 -0.98889 -1.2 -1.4 -2.8 0.26
H 2.34379 -1.79600 -0.06813 -0.5 0.1 -0.4 0.29
```
Forces are in eV/Å.